Computed, not measured: a structure of composition C6H17N3 in a non-equilibrium geometry, with ωB97M-V with the def2-TZVPD basis set.

```
! wB97M-V def2-TZVPD RIJCOSX def2/J DEFGRID3
* xyz 0 1
H -3.413 0.249 -0.833
N -2.857 -0.380 -0.253
H -2.140 2.365 0.367
C 1.173 -0.584 0.048
H 1.263 -2.421 1.223
N -0.957 0.866 -1.613
H 2.453 -1.171 -1.469
H 2.788 -1.524 1.183
C 1.694 -1.414 1.217
H -0.411 2.316 0.659
C -1.317 1.705 0.657
H -3.237 -0.256 0.686
H 1.642 1.329 0.965
C -0.697 -0.734 0.198
H 1.252 -2.224 -1.197
H -0.889 -0.948 1.245
H -1.503 1.363 1.676
H -1.414 1.701 -1.947
H -0.558 0.095 -2.150
C -1.208 0.538 -0.296
H 1.514 1.396 -0.815
C 1.825 0.785 0.036
H 1.444 -0.940 2.171
H -0.829 -1.590 -0.458
N 1.463 -1.230 -1.234
H 2.920 0.706 -0.065
*
```

## Properties
Calculated total energy   -402.99323 Eh
LUMO level   0.873 eV
Gap between HOMO and LUMO   8.75 eV
Energy relative to the best compared isomer or geometry (same formula, charge and spin)   212.5 kJ/mol

These are the natural (NBO) partial charges, in e, on atoms 1 to 5: atom 1 (H): 0.327, atom 2 (N): -0.957, atom 3 (H): 0.217, atom 4 (C): 0.141, atom 5 (H): 0.203

Computed, not measured: the ion C6H17N3OP with charge +1 in a non-equilibrium geometry, with ωB97M-V with the def2-TZVPD basis set.

```
! wB97M-V def2-TZVPD RIJCOSX def2/J DEFGRID3
* xyz 1 1
H 3.650 1.516 -0.913
N 2.134 0.920 0.074
H 1.757 -2.281 0.682
H -1.567 2.745 0.421
N -1.797 0.676 0.386
C -2.344 2.059 0.311
H -1.134 -2.040 -1.651
C -0.111 -2.209 -1.017
O -0.715 0.442 -1.963
C 1.373 -1.282 0.703
C 2.577 1.622 -1.022
C 2.512 -0.409 0.172
H -3.018 2.185 1.068
N 0.137 -1.170 -0.157
H 0.724 -2.538 -1.730
H 1.071 -0.948 1.787
H -3.528 0.056 1.395
H 2.091 2.605 -1.148
H 3.335 -0.562 1.010
P -0.323 0.454 -0.406
H 2.227 1.181 -2.001
H -2.146 -0.323 2.346
C -2.474 -0.158 1.329
H -2.361 -1.236 1.089
H -2.769 2.156 -0.707
H -0.005 0.951 -2.392
H -0.303 -3.129 -0.494
H 2.814 -0.996 -0.763
*
```

## Properties
Calculated total energy   -819.30157 Eh
LUMO level (spin up / spin down)   -5.016 / -5.963 eV
Gap between HOMO and LUMO (spin up / spin down)   7.59 / 6.93 eV
Energy relative to the best compared isomer or geometry (same formula, charge and spin)   476.4 kJ/mol

These are the natural (NBO) partial charges, in e, on atoms 1 to 5: atom 1 (H): 0.256, atom 2 (N): -0.262, atom 3 (H): 0.236, atom 4 (H): 0.207, atom 5 (N): -0.708